No. 1
50
Properties=species:S:1:pos:R:3:forces:R:3 method="wB97M-V/def2-TZVPD" e_homo_ev=-12.113 charge=+2 total_energy_ha=-1306.0860
C -1.009 -3.860 0.590 -0.33 0.15 1.27
B -1.343 -2.468 1.422 -0.01 -1.67 -0.17
O -0.323 -1.605 2.102 -1.46 -1.79 4.28
P -3.250 -2.025 1.522 -0.47 0.07 0.03
C -5.116 -1.704 1.786 -1.39 -0.33 -0.30
C -6.060 -2.394 0.673 0.13 -0.97 1.08
C -6.468 -3.857 1.227 -2.11 -0.10 0.59
N -5.492 -4.932 0.900 -0.68 1.40 0.75
O -7.532 -4.068 1.844 3.44 0.67 -2.18
H -1.867 -4.578 0.868 1.33 0.87 -0.70
H -1.067 -3.608 -0.520 -0.14 -0.97 1.48
H -0.019 -4.335 0.888 -1.17 0.56 -0.69
H -0.484 -1.739 3.071 0.45 0.46 -0.73
H -3.483 -2.861 0.350 -0.15 0.20 0.28
H -3.214 -2.564 2.884 0.21 -0.07 0.05
H -2.959 -0.632 1.250 -0.22 0.11 0.06
H -5.334 -0.587 1.772 0.34 -1.34 0.30
H -5.414 -2.186 2.791 0.48 1.12 -1.29
H -5.512 -2.561 -0.313 -0.83 0.47 1.17
H -7.001 -1.767 0.587 1.15 -1.01 -0.15
H -5.970 -5.839 0.833 0.20 0.49 0.55
H -4.801 -4.928 1.674 -0.52 -0.36 -0.76
C -0.323 -1.343 -0.314 -0.09 0.23 -1.13
N 0.625 -0.235 -0.555 0.00 0.14 -0.02
C 0.407 0.954 0.038 0.40 0.24 -0.09
C 1.299 2.003 -0.133 -0.17 0.02 0.08
C 2.439 1.835 -0.919 -0.48 -0.61 0.12
C 2.617 0.596 -1.535 0.10 -0.11 -0.01
C 1.699 -0.424 -1.342 0.25 0.41 0.08
C 3.442 2.908 -1.082 0.55 0.47 -0.12
C 4.773 2.698 -0.716 0.13 -0.07 0.00
C 5.721 3.688 -0.915 -0.38 -0.21 -0.02
N 5.374 4.865 -1.468 -0.05 -0.28 0.16
C 4.095 5.112 -1.810 -0.22 -0.41 0.10
C 3.114 4.151 -1.623 0.00 0.25 -0.06
C 6.402 5.898 -1.722 0.00 0.17 -0.09
H -1.318 -1.007 -0.613 0.07 -0.04 -0.13
H -0.279 -1.582 0.806 1.47 1.39 -3.62
H -0.032 -2.209 -0.898 0.24 0.42 -0.18
H -0.478 1.047 0.656 0.07 -0.13 -0.07
H 1.102 2.942 0.374 -0.01 -0.14 -0.05
H 3.473 0.410 -2.176 -0.13 -0.02 0.07
H 1.821 -1.395 -1.807 -0.12 0.08 0.10
H 5.086 1.760 -0.269 0.00 0.14 -0.06
H 6.760 3.543 -0.644 -0.11 0.12 -0.07
H 3.876 6.081 -2.245 0.10 -0.08 0.05
H 2.098 4.377 -1.929 0.14 0.01 0.03
H 6.102 6.810 -1.206 0.10 -0.03 -0.11
H 6.452 6.056 -2.801 0.06 0.09 0.14
H 7.368 5.560 -1.351 -0.17 0.00 -0.03

No. 2
101
Properties=species:S:1:pos:R:3:forces:R:3 method="wB97M-V/def2-TZVPD" e_homo_ev=-10.936 charge=+1 e_above_lowest_kcal_mol=0.0 total_energy_ha=-43589.1994
C -0.508 -3.102 2.313 0.08 0.73 -0.26
C 0.299 -2.313 1.275 -0.40 0.17 0.22
N 0.388 -3.051 -0.046 0.41 0.21 0.94
C 1.705 -3.286 -0.340 -0.02 -0.11 -0.08
N 2.102 -4.534 -0.243 -0.12 -0.69 0.12
N 3.333 -4.757 -0.528 0.33 -0.86 0.05
O 3.692 -6.115 -0.412 -0.73 -0.06 0.05
C 3.116 -6.775 -1.403 0.44 -1.12 -2.38
N 2.888 -7.317 -2.413 -0.07 0.89 2.18
C 4.297 -3.945 -0.864 1.04 0.74 -1.08
P 5.990 -4.626 -1.204 1.42 -1.47 1.31
N 6.652 -4.845 0.178 -0.56 0.12 -0.63
O 6.775 -3.627 -2.141 -0.81 0.29 0.09
O 5.853 -5.924 -2.107 -0.61 0.67 -0.41
C 3.947 -2.581 -0.934 0.10 -0.43 -0.09
C 4.986 -1.534 -1.246 1.23 -0.69 0.71
O 4.730 -0.304 -0.661 -0.47 0.96 -0.40
O 4.963 -0.452 0.733 0.45 -0.82 0.47
C 2.639 -2.281 -0.702 -1.52 1.34 -0.71
P 2.092 -0.506 -0.864 0.48 1.28 0.77
N 2.816 -0.124 -2.387 -1.10 0.17 0.20
O 0.487 -0.451 -1.159 0.47 -0.68 -0.44
H -0.373 -4.179 2.234 0.02 -0.04 0.04
H -1.556 -2.824 2.224 -0.11 -0.32 -0.01
H -0.171 -2.766 3.291 -0.09 -0.16 0.15
H -0.152 -1.333 1.132 -0.06 -0.08 -0.15
H 1.298 -2.136 1.679 0.14 -0.11 -0.22
H -0.064 -3.949 0.088 -0.13 -0.02 -0.20
H 6.881 -5.831 0.267 0.33 0.13 0.66
H 7.419 -3.205 -1.550 0.31 0.10 -0.27
H 6.164 -6.696 -1.621 -0.04 -0.23 -0.11
H 5.185 -1.406 -2.306 -0.42 0.20 -0.10
H 5.929 -1.888 -0.820 -0.05 0.08 0.09
H 4.533 0.319 1.124 -0.23 0.23 -0.30
H 3.060 0.861 -2.317 0.34 -0.03 -0.04
H 2.077 -0.134 -3.089 0.26 -0.30 -0.29
H 0.221 -0.975 -1.929 -0.33 -0.03 0.07
Br -4.714 1.116 -1.721 -0.01 0.01 0.08
C -3.247 1.946 -0.750 -0.10 -0.03 -0.27
C -2.255 0.920 -0.273 0.02 0.16 0.26
Br -2.920 -0.044 1.280 0.04 -0.10 -0.02
H -3.687 2.518 0.061 0.05 -0.03 0.04
H -2.781 2.625 -1.460 0.05 -0.02 0.03
H -1.339 1.402 0.062 -0.01 0.03 0.00
H -2.016 0.180 -1.025 -0.06 0.00 -0.07
Br -5.553 -2.117 6.074 -0.07 -0.11 -0.09
C -6.216 -0.426 5.385 -0.11 -0.21 0.04
C -5.335 0.096 4.285 0.06 0.27 0.05
Br -3.690 0.857 5.005 -0.04 -0.23 -0.09
H -6.284 0.252 6.231 0.04 0.01 0.00
H -7.216 -0.638 5.012 0.02 0.02 -0.06
H -5.823 0.913 3.757 -0.02 0.00 0.03
H -5.045 -0.667 3.570 -0.03 -0.05 0.04
Br 0.903 -0.585 -7.046 0.02 -0.01 0.10
C 2.662 0.215 -6.818 -0.21 -0.03 -0.22
C 3.758 -0.807 -6.951 0.17 0.09 0.13
Br 3.885 -1.908 -5.349 0.01 -0.12 -0.01
H 2.658 0.707 -5.851 0.06 0.03 -0.02
H 2.741 0.965 -7.601 0.06 0.00 0.01
H 4.725 -0.318 -7.044 -0.01 0.02 0.03
H 3.615 -1.483 -7.787 -0.07 0.01 0.01
Br 0.450 3.331 -6.587 -0.03 -0.02 0.03
C -0.022 2.939 -8.437 0.17 -0.01 0.08
C -0.448 4.181 -9.171 -0.29 -0.20 0.09
Br -2.255 4.715 -8.679 0.05 0.06 0.02
H -0.792 2.174 -8.409 -0.02 0.03 0.00
H 0.881 2.525 -8.881 -0.01 0.04 -0.05
H -0.487 3.997 -10.241 0.06 -0.06 0.01
H 0.194 5.031 -8.978 0.04 -0.03 0.02
Br -7.627 0.096 9.304 0.04 -0.05 -0.10
C -6.451 -1.299 9.983 -0.20 0.08 0.17
C -5.113 -0.744 10.391 0.16 -0.10 -0.16
Br -4.009 -0.364 8.836 0.03 0.17 0.23
H -6.376 -2.052 9.204 0.06 0.03 -0.02
H -6.970 -1.719 10.842 0.03 0.02 0.02
H -4.556 -1.478 10.969 -0.05 -0.04 0.00
H -5.188 0.178 10.959 -0.09 -0.01 0.00
Br -0.918 3.700 3.883 0.06 -0.06 0.02
C -1.956 3.765 5.530 -0.07 0.10 -0.21
C -2.007 5.158 6.095 0.15 0.02 0.29
Br -0.337 5.635 6.974 -0.01 0.04 -0.08
H -1.513 3.044 6.211 0.03 0.06 0.04
H -2.950 3.431 5.248 -0.03 0.08 0.01
H -2.767 5.225 6.870 -0.02 -0.06 -0.02
H -2.193 5.914 5.340 -0.01 -0.05 -0.04
Br -0.973 6.904 -14.797 0.04 -0.08 0.03
C -1.716 6.149 -13.166 -0.06 0.19 -0.23
C -1.221 6.874 -11.944 0.00 -0.17 0.22
Br 0.611 6.372 -11.505 0.08 0.25 -0.23
H -1.462 5.094 -13.164 0.02 0.01 0.06
H -2.793 6.261 -13.262 0.00 0.02 0.07
H -1.810 6.598 -11.071 -0.02 -0.03 -0.03
H -1.230 7.953 -12.058 0.01 -0.01 -0.07
Br -0.461 -0.394 7.930 0.19 0.03 -0.15
C 0.567 -1.290 9.317 -0.24 -0.09 -0.11
C 0.315 -0.678 10.668 0.24 0.09 0.16
Br 1.252 1.014 10.872 -0.09 0.00 -0.02
H 1.609 -1.243 9.018 0.02 0.05 0.06
H 0.232 -2.325 9.299 -0.02 0.01 0.05
H 0.705 -1.318 11.456 0.00 -0.04 -0.04
H -0.737 -0.480 10.851 -0.02 -0.02 -0.08

No. 3
19
Properties=species:S:1:pos:R:3:forces:R:3 method="wB97M-V/def2-TZVPD" e_homo_ev="-1.306 / -0.557" multiplicity=4 charge=-1 e_above_lowest_kcal_mol=0.0 total_energy_ha=-1328.5839
C -6.316 1.909 -1.856 0.85 1.66 0.28
H -7.151 1.658 -1.190 0.66 -0.33 -0.10
H -6.743 2.524 -2.667 0.13 0.07 0.13
H -5.835 1.055 -2.361 -0.09 0.08 0.72
O -4.800 -0.523 0.771 0.70 0.15 -2.23
V -3.907 -1.141 2.258 0.28 -0.19 0.35
H -4.294 -0.514 -0.107 -1.00 -0.01 1.84
O -5.384 2.753 -1.060 -1.23 -1.12 -0.93
C -1.789 0.995 -1.262 -0.29 -0.54 -0.37
O -2.534 2.172 -1.095 -0.64 -0.19 -0.16
C -3.239 2.591 -2.233 0.20 0.23 -0.17
C -4.409 3.452 -1.800 -0.20 -0.04 -0.13
H -1.823 0.461 -0.303 0.90 0.40 -0.05
H -2.252 0.255 -1.939 -0.31 0.41 -0.12
H -0.828 1.247 -1.742 0.15 -0.36 0.72
H -3.603 1.748 -2.850 0.13 0.03 0.33
H -2.562 3.184 -2.875 -0.20 0.01 -0.08
H -4.854 3.913 -2.699 0.03 -0.02 0.06
H -4.047 4.261 -1.151 -0.07 -0.24 -0.07

> Among the records above, which one has the lowest charge?

C4H11O3V

Repeat the third record exactly.
19
Properties=species:S:1:pos:R:3:forces:R:3 method="wB97M-V/def2-TZVPD" e_homo_ev="-1.306 / -0.557" multiplicity=4 charge=-1 e_above_lowest_kcal_mol=0.0 total_energy_ha=-1328.5839
C -6.316 1.909 -1.856 0.85 1.66 0.28
H -7.151 1.658 -1.190 0.66 -0.33 -0.10
H -6.743 2.524 -2.667 0.13 0.07 0.13
H -5.835 1.055 -2.361 -0.09 0.08 0.72
O -4.800 -0.523 0.771 0.70 0.15 -2.23
V -3.907 -1.141 2.258 0.28 -0.19 0.35
H -4.294 -0.514 -0.107 -1.00 -0.01 1.84
O -5.384 2.753 -1.060 -1.23 -1.12 -0.93
C -1.789 0.995 -1.262 -0.29 -0.54 -0.37
O -2.534 2.172 -1.095 -0.64 -0.19 -0.16
C -3.239 2.591 -2.233 0.20 0.23 -0.17
C -4.409 3.452 -1.800 -0.20 -0.04 -0.13
H -1.823 0.461 -0.303 0.90 0.40 -0.05
H -2.252 0.255 -1.939 -0.31 0.41 -0.12
H -0.828 1.247 -1.742 0.15 -0.36 0.72
H -3.603 1.748 -2.850 0.13 0.03 0.33
H -2.562 3.184 -2.875 -0.20 0.01 -0.08
H -4.854 3.913 -2.699 0.03 -0.02 0.06
H -4.047 4.261 -1.151 -0.07 -0.24 -0.07